[1]
{"formula": "C4H12N2O", "method": "the ωB97M-V functional and the def2-TZVPD basis", "elements": ["C", "C", "O", "C", "N", "C", "N", "H", "H", "H", "H", "H", "H", "H", "H", "H", "H", "H", "H"], "positions_angstrom": [[0.489, -0.599, 2.232], [0.627, 0.566, 1.212], [1.970, 0.436, 0.638], [-0.350, 0.411, -0.069], [-0.150, 1.745, -0.880], [-0.110, -0.767, -1.134], [-1.200, -0.693, -2.110], [0.743, -1.549, 1.669], [1.276, -0.454, 2.959], [-0.500, -0.758, 2.622], [0.509, 1.626, 1.624], [1.741, 0.808, -0.150], [-1.362, 0.304, 0.327], [-0.855, 2.431, -0.653], [-0.500, 1.332, -1.694], [-0.115, -1.636, -0.459], [0.809, -0.774, -1.595], [-2.006, -1.048, -1.689], [-1.016, -1.382, -2.848]], "nbo_charge": [-0.639, 0.095, -0.724, -0.076, -0.859, -0.242, -0.831, 0.209, 0.226, 0.209, 0.178, 0.467, 0.175, 0.355, 0.366, 0.177, 0.201, 0.352, 0.362], "homo_ev": -9.7, "lumo_energy_ev": 0.92, "smiles": "C[C@@H](O)[C@@H](N)CN", "charge": 0}

***

[2]
{"formula": "C17H30FN3O6S", "method": "the ωB97M-V functional and the def2-TZVPD basis", "elements": ["C", "C", "C", "C", "O", "N", "C", "C", "F", "C", "O", "N", "C", "C", "S", "O", "O", "O", "C", "C", "N", "O", "C", "C", "C", "C", "C", "C", "H", "H", "H", "H", "H", "H", "H", "H", "H", "H", "H", "H", "H", "H", "H", "H", "H", "H", "H", "H", "H", "H", "H", "H", "H", "H", "H", "H", "H", "H"], "positions_angstrom": [[-2.433, -2.360, 3.257], [-2.054, -2.279, 1.781], [-3.178, -1.572, 1.010], [-2.911, -1.625, -0.477], [-2.779, -2.673, -1.079], [-2.813, -0.433, -1.136], [-2.467, 0.902, -0.648], [-1.601, 1.085, -1.918], [-1.969, 2.156, -2.716], [-0.103, 1.127, -1.622], [0.554, 0.107, -1.680], [0.449, 2.338, -1.283], [1.835, 2.228, -0.799], [2.801, 2.063, -1.963], [4.454, 1.770, -1.401], [5.284, 1.514, -2.536], [4.783, 2.761, -0.433], [4.293, 0.406, -0.592], [-0.371, 3.347, -0.605], [0.321, 4.704, -0.525], [0.873, 5.131, -1.690], [0.350, 5.335, 0.507], [-2.124, -0.268, -2.419], [-0.703, -1.573, 1.566], [0.538, -2.475, 1.412], [0.673, -3.459, 2.574], [1.771, -1.570, 1.375], [0.458, -3.243, 0.090], [-2.573, -1.357, 3.670], [-3.365, -2.912, 3.394], [-1.661, -2.854, 3.845], [-1.994, -3.291, 1.374], [-4.125, -2.087, 1.185], [-3.295, -0.545, 1.365], [-3.311, 1.595, -0.617], [-1.925, 0.930, 0.299], [2.088, 3.127, -0.242], [1.920, 1.375, -0.124], [2.527, 1.222, -2.597], [2.865, 2.970, -2.566], [4.497, -0.336, -1.180], [-1.312, 3.479, -1.133], [-0.577, 3.063, 0.430], [0.723, 4.631, -2.548], [1.280, 6.051, -1.718], [-1.365, -1.024, -2.605], [-2.795, -0.166, -3.271], [-0.738, -0.965, 0.655], [-0.535, -0.874, 2.395], [-0.165, -4.157, 2.611], [1.586, -4.047, 2.460], [0.729, -2.937, 3.532], [1.708, -0.871, 0.537], [1.870, -0.996, 2.300], [2.681, -2.161, 1.249], [0.422, -2.549, -0.754], [1.337, -3.880, -0.030], [-0.427, -3.877, 0.034]], "nbo_charge": [-0.602, -0.222, -0.482, 0.696, -0.612, -0.432, -0.238, 0.253, -0.347, 0.664, -0.600, -0.443, -0.242, -0.690, 2.388, -0.934, -0.920, -0.889, -0.326, 0.659, -0.829, -0.584, -0.229, -0.394, -0.051, -0.610, -0.599, -0.615, 0.198, 0.209, 0.216, 0.221, 0.239, 0.199, 0.220, 0.210, 0.237, 0.233, 0.262, 0.248, 0.514, 0.248, 0.217, 0.401, 0.414, 0.246, 0.217, 0.196, 0.202, 0.207, 0.211, 0.204, 0.210, 0.204, 0.206, 0.217, 0.204, 0.218], "homo_ev": -9.8, "lumo_energy_ev": 0.33, "smiles": "C[C@@H](CC(=O)N1CC(F)(C(=O)N(CCS(=O)(=O)O)CC(N)=O)C1)CC(C)(C)C", "charge": 0}

***

[3]
{"formula": "C7H14N", "method": "the ωB97M-V functional and the def2-TZVPD basis", "elements": ["C", "C", "C", "C", "C", "C", "C", "N", "H", "H", "H", "H", "H", "H", "H", "H", "H", "H", "H", "H", "H", "H"], "positions_angstrom": [[3.038, -2.738, -1.436], [1.765, -2.381, -1.405], [1.432, -1.031, -0.982], [0.722, -0.674, 0.130], [0.721, 0.873, 0.455], [-0.659, 1.463, 0.219], [-1.784, 1.054, 1.232], [-3.105, 1.658, 0.851], [3.266, -3.706, -1.613], [3.832, -2.133, -1.341], [0.937, -3.037, -1.248], [1.953, -0.184, -1.649], [0.278, -1.415, 0.648], [1.040, 1.018, 1.425], [1.543, 1.131, -0.235], [-0.535, 2.436, 0.066], [-0.979, 1.114, -0.844], [-1.634, -0.035, 1.359], [-1.468, 1.391, 2.195], [-3.008, 2.371, 0.112], [-3.586, 2.002, 1.667], [-3.769, 0.823, 0.395]], "nbo_charge": [-0.304, -0.251, -0.165, -0.239, -0.424, -0.407, -0.265, -0.689, 0.196, 0.190, 0.210, 0.196, 0.191, 0.213, 0.252, 0.212, 0.208, 0.259, 0.230, 0.459, 0.453, 0.473], "homo_ev": -11.6, "lumo_energy_ev": -4.03, "smiles": "C=C/C=C/CCC[NH3+]", "charge": 1}

***

[4]
{"formula": "C30H32I2N9O2S3Ti", "method": "the ωB97M-V functional and the def2-TZVPD basis", "elements": ["Ti", "S", "C", "C", "C", "C", "C", "C", "N", "C", "C", "C", "C", "C", "C", "C", "C", "N", "C", "C", "C", "C", "C", "S", "C", "H", "H", "H", "H", "H", "H", "H", "H", "H", "H", "H", "H", "C", "O", "C", "O", "N", "N", "H", "H", "H", "H", "H", "H", "I", "C", "I", "H", "H", "C", "N", "C", "N", "C", "N", "C", "N", "C", "C", "H", "H", "H", "H", "H", "H", "H", "H", "H", "H", "H", "H", "S", "C", "N"], "positions_angstrom": [[-0.524, 0.126, -0.360], [-0.563, -5.158, 2.039], [-0.487, -6.477, 3.122], [-0.329, -6.061, 4.404], [-0.265, -4.642, 4.509], [-0.377, -4.004, 3.310], [-0.331, -2.554, 3.038], [-0.565, -2.068, 1.766], [-0.489, -0.775, 1.426], [-0.271, 0.134, 2.433], [-0.013, -0.271, 3.758], [0.251, 0.757, 4.740], [0.221, 2.056, 4.405], [-0.103, 2.482, 3.057], [-0.160, 3.809, 2.662], [-0.513, 4.138, 1.332], [-0.816, 3.115, 0.470], [-0.731, 1.795, 0.790], [-0.368, 1.495, 2.094], [-0.556, 5.536, 0.853], [-0.751, 5.997, -0.417], [-0.697, 7.415, -0.521], [-0.454, 8.009, 0.676], [-0.296, 6.858, 1.926], [-0.029, -1.621, 4.040], [-0.569, -7.488, 2.746], [-0.263, -6.735, 5.248], [-0.150, -4.124, 5.455], [-0.853, -2.749, 0.974], [0.470, 0.456, 5.759], [0.420, 2.820, 5.150], [0.046, 4.588, 3.388], [-1.183, 3.333, -0.525], [-0.938, 5.351, -1.268], [-0.835, 7.963, -1.445], [-0.362, 9.063, 0.899], [0.173, -1.950, 5.054], [0.524, 3.397, -3.452], [1.471, 3.175, -2.376], [1.232, 2.167, -1.589], [0.261, 1.409, -1.708], [2.176, 1.983, -0.661], [1.989, 0.958, 0.270], [0.932, 4.218, -4.027], [-0.452, 3.653, -3.048], [0.439, 2.505, -4.065], [2.887, 2.684, -0.537], [1.822, 1.349, 1.190], [2.830, 0.399, 0.304], [-4.512, 1.889, -0.505], [-4.553, 1.025, -2.435], [-2.686, 1.011, -3.458], [-5.224, 1.621, -3.035], [-4.885, -0.003, -2.348], [1.594, -2.362, -0.822], [2.288, -3.361, -1.612], [2.934, -2.705, -2.753], [1.957, -2.011, -3.598], [1.270, -1.020, -2.793], [0.559, -1.609, -1.605], [-0.393, -2.637, -2.159], [0.288, -3.643, -2.955], [1.293, -4.316, -2.126], [0.971, -2.993, -4.076], [2.318, -1.651, -0.430], [1.106, -2.860, 0.011], [3.457, -3.452, -3.348], [3.662, -1.982, -2.382], [0.530, -0.512, -3.404], [2.004, -0.301, -2.437], [-1.132, -2.122, -2.767], [-0.899, -3.126, -1.329], [1.804, -5.071, -2.723], [0.800, -4.806, -1.285], [0.236, -2.490, -4.705], [1.485, -3.748, -4.669], [-3.971, -2.861, -0.324], [-2.958, -1.660, -0.535], [-2.195, -0.760, -0.684]], "mulliken_spin": [1.000, 0.003, 0.009, -0.002, 0.014, -0.014, 0.024, 0.073, 0.045, 0.046, 0.009, -0.035, 0.011, -0.074, 0.197, 0.000, 0.126, 0.165, 0.176, -0.038, 0.008, -0.004, 0.007, -0.001, 0.056, 0.001, 0.000, 0.002, 0.005, -0.001, -0.001, 0.019, 0.008, -0.001, 0.000, 0.000, 0.012, 0.002, 0.003, 0.003, -0.011, 0.006, 0.010, 0.000, 0.000, 0.000, 0.000, 0.002, 0.000, 0.002, -0.001, 0.000, 0.000, 0.000, 0.013, 0.000, 0.000, 0.000, 0.032, -0.097, 0.045, -0.001, 0.000, 0.000, -0.003, 0.004, 0.000, 0.000, -0.009, -0.002, -0.006, -0.004, 0.000, 0.000, 0.000, 0.000, 0.014, 0.024, 0.129], "homo_ev": [-8.3, -10.3], "lumo_energy_ev": [-3.06, -3.36], "multiplicity": 3, "charge": 1}